Record 1
{"formula": "C2H3O2S2", "method": "ωB97M-V/def2-TZVPD", "multiplicity": 1, "lumo_energy_ev": 3.4098, "charge": -1, "gap_ev": 7.02, "homo_energy_ev": -3.61, "species": ["C", "C", "O", "O", "S", "S", "H", "H", "H"], "xyz": [[-0.3617, 0.7527, -0.0045], [1.2181, 0.0544, -0.0743], [-0.9603, -1.6436, -0.8959], [-1.7704, -0.9157, 1.3301], [-0.6058, 2.3452, 0.3701], [-1.7098, -0.5609, -0.0959], [1.3334, -0.8754, 0.4906], [1.1076, -0.1148, -1.1790], [1.7489, 0.9581, 0.0588]], "forces_ev_per_angstrom": [[2.24, -0.53, 1.51], [-4.61, 1.32, -2.11], [-1.01, 1.63, 0.86], [0.06, 0.00, 0.92], [0.25, -1.52, -0.70], [0.94, -1.36, -2.02], [-0.02, 0.60, -0.07], [0.79, -0.48, 0.89], [1.36, 0.33, 0.72]], "mulliken_charge": [0.14, -0.91, -0.67, -0.59, -0.33, 0.47, 0.29, 0.26, 0.34]}

***

Record 2
{"formula": "C2H5N3O2S", "method": "ωB97M-V/def2-TZVPD", "multiplicity": 1, "lumo_energy_ev": 0.7467, "gap_ev": 9.63, "homo_energy_ev": -8.88, "species": ["C", "C", "H", "H", "H", "H", "H", "N", "N", "N", "O", "O", "S"], "xyz": [[0.0715, 0.6491, -0.9658], [0.1349, -0.5195, 1.3097], [-0.3310, 1.1145, -2.8751], [-1.1172, -0.3364, -2.3379], [-1.1362, -1.8906, 0.3223], [1.3141, 1.1539, 1.3655], [1.2017, 0.1882, 2.8504], [-0.5135, 0.4490, -2.1580], [-0.2307, -0.3132, -0.0486], [0.9589, 0.3614, 1.8824], [-1.0851, -1.3164, -0.4956], [-0.3295, -1.5198, 1.8514], [1.0621, 1.9797, -0.7008]], "forces_ev_per_angstrom": [[-0.07, 0.04, -0.16], [0.10, -0.13, 0.05], [0.11, 0.31, -0.25], [0.08, 0.03, 0.13], [0.08, 0.40, -0.40], [0.01, 0.12, -0.13], [-0.09, 0.05, -0.37], [-0.05, -0.24, 0.29], [0.03, -0.07, 0.32], [-0.11, -0.33, 0.41], [-0.08, -0.37, 0.34], [0.10, 0.37, -0.23], [-0.11, -0.19, 0.00]], "mulliken_charge": [0.49, 0.51, 0.19, 0.25, 0.36, 0.06, 0.25, -0.36, 0.24, -0.24, -0.53, -0.70, -0.53]}

***

Record 3
{"formula": "C31H30BrCl2N3O10PtS2", "method": "ωB97M-V/def2-TZVPD", "multiplicity": 1, "lumo_energy_ev": -0.0659, "gap_ev": 7.52, "homo_energy_ev": -7.59, "species": ["Pt", "O", "S", "O", "O", "C", "C", "C", "C", "C", "C", "S", "O", "O", "O", "H", "H", "H", "H", "N", "C", "C", "C", "C", "N", "H", "H", "H", "H", "H", "H", "H", "H", "H", "H", "H", "H", "Cl", "C", "C", "C", "C", "C", "Cl", "C", "N", "C", "C", "C", "C", "C", "C", "C", "C", "O", "O", "H", "H", "H", "H", "H", "H", "H", "H", "H", "H", "Br", "C", "C", "C", "C", "C", "C", "C", "O", "O", "H", "H", "H", "H"], "xyz": [[-0.9867, -0.1461, -0.0815], [0.7729, 3.2520, 1.8474], [-0.1445, 2.7341, 0.8752], [-1.3492, 3.4718, 0.6203], [-0.4342, 1.2905, 1.2131], [0.7718, 2.6845, -0.6700], [2.1468, 2.5709, -0.5256], [2.9903, 2.6227, -1.6229], [2.4631, 2.8238, -2.8849], [1.0927, 2.9418, -3.0520], [0.2438, 2.8535, -1.9559], [-1.5076, 2.9763, -2.2466], [-1.4849, 2.7971, -3.8650], [-2.0156, 4.2800, -2.0189], [-2.1562, 1.8115, -1.7142], [2.5467, 2.4680, 0.4735], [4.0588, 2.5260, -1.4828], [3.1103, 2.8925, -3.7490], [0.6855, 3.0931, -4.0397], [-2.4130, -0.5144, 1.5190], [-3.0073, -1.8481, 1.7429], [-3.9276, -2.2610, 0.5902], [-3.3412, -3.2245, -0.4522], [-1.9161, -2.9447, -0.8853], [-1.7668, -1.5363, -1.3729], [-1.7647, -0.2843, 2.2709], [-3.1352, 0.2007, 1.5405], [-3.5810, -1.8170, 2.6721], [-2.1883, -2.5539, 1.8862], [-4.2980, -1.3485, 0.1096], [-4.8149, -2.7417, 1.0051], [-4.0081, -3.2411, -1.3207], [-3.3489, -4.2380, -0.0447], [-1.6229, -3.6272, -1.6840], [-1.2072, -3.0645, -0.0755], [-2.6986, -1.1801, -1.5800], [-1.2883, -1.5274, -2.2660], [4.3858, 2.3129, 3.0883], [2.9559, 1.9247, 3.9944], [2.5209, 2.8090, 4.9620], [1.3978, 2.5004, 5.7109], [0.7062, 1.3250, 5.4667], [1.1410, 0.4700, 4.4702], [0.1842, -0.9384, 4.1051], [2.2877, 0.7275, 3.7168], [2.7072, -0.1200, 2.6975], [3.1391, -1.4379, 2.9089], [3.4101, -1.9200, 4.1853], [3.7914, -3.2397, 4.3676], [3.9264, -4.0845, 3.2767], [3.6860, -3.5876, 2.0034], [3.2999, -2.2719, 1.7979], [2.9897, -1.7531, 0.4234], [1.4782, -1.6056, 0.2222], [0.7505, -2.5266, 0.5769], [1.1070, -0.4965, -0.3178], [3.0671, 3.7271, 5.1240], [1.0525, 3.1818, 6.4760], [-0.1869, 1.0767, 6.0227], [3.0875, 0.3487, 1.8907], [3.3148, -1.2568, 5.0366], [3.9917, -3.6023, 5.3677], [4.2176, -5.1174, 3.4132], [3.7837, -4.2382, 1.1420], [3.3502, -2.4712, -0.3149], [3.4736, -0.7972, 0.2087], [-0.1517, 1.3778, -6.1466], [-1.9552, 1.2568, -5.5934], [-2.8344, 0.4629, -6.3136], [-4.1687, 0.4038, -5.9429], [-4.6202, 1.1580, -4.8670], [-3.7442, 1.9601, -4.1544], [-2.4045, 1.9996, -4.5113], [0.4868, -1.0357, -3.9012], [-0.0066, -1.7877, -4.6380], [0.9841, -0.3127, -3.1498], [-2.4651, -0.0998, -7.1596], [-4.8546, -0.2138, -6.5063], [-5.6639, 1.1336, -4.5836], [-4.0943, 2.5661, -3.3310]], "forces_ev_per_angstrom": [[0.40, -0.73, 1.08], [0.02, 0.00, 0.12], [-0.09, 0.17, -0.12], [0.00, -0.07, -0.04], [0.37, -0.22, 0.31], [0.06, 0.06, 0.00], [-0.01, -0.07, -0.01], [0.00, 0.00, 0.01], [-0.02, 0.00, 0.03], [0.02, 0.03, -0.05], [0.00, 0.10, 0.05], [-0.04, -0.14, 0.10], [-0.08, 0.01, -0.02], [0.01, 0.03, -0.04], [-0.09, 0.12, -0.12], [0.01, 0.01, 0.01], [0.00, 0.00, 0.00], [0.00, -0.01, 0.00], [0.06, 0.00, 0.09], [-0.27, 0.45, -0.52], [-0.03, 0.00, -0.05], [-0.04, 0.03, 0.05], [0.00, -0.06, 0.08], [0.03, 0.12, -0.06], [-0.15, -0.05, 0.00], [0.01, -0.01, 0.04], [-0.02, 0.00, 0.03], [0.04, -0.03, 0.02], [0.01, 0.00, -0.04], [0.04, 0.00, -0.02], [-0.02, 0.04, -0.01], [0.03, -0.01, 0.00], [-0.01, 0.00, 0.01], [-0.04, -0.01, 0.00], [0.12, -0.07, 0.06], [0.05, 0.08, -0.14], [0.16, -0.03, 0.08], [0.00, 0.02, -0.08], [-0.05, -0.09, 0.05], [-0.03, 0.03, 0.03], [0.02, -0.03, -0.02], [0.01, 0.01, -0.01], [-0.15, -0.02, -0.05], [0.05, 0.02, 0.00], [0.05, 0.14, 0.01], [-0.14, -0.02, -0.08], [0.10, 0.02, 0.05], [-0.06, 0.02, 0.02], [0.00, -0.02, -0.02], [0.00, 0.03, 0.02], [0.04, 0.03, -0.03], [0.03, -0.03, 0.02], [-0.03, 0.08, -0.11], [0.00, -0.07, 0.14], [-0.19, -0.07, -0.04], [-0.29, 0.34, -0.60], [0.00, 0.00, 0.00], [0.00, 0.00, -0.01], [0.00, 0.00, 0.00], [0.00, -0.03, 0.01], [-0.01, -0.02, 0.00], [-0.01, -0.01, 0.00], [0.01, 0.00, 0.00], [0.01, 0.00, 0.01], [-0.02, 0.01, -0.05], [0.03, -0.05, -0.01], [-0.02, -0.03, -0.04], [-0.03, -0.03, -0.14], [-0.01, -0.01, 0.03], [0.02, 0.05, 0.04], [0.03, -0.04, -0.04], [-0.06, 0.04, -0.01], [0.09, -0.05, 0.11], [0.27, -0.07, -0.16], [-0.14, -0.01, 0.09], [-0.06, 0.10, -0.09], [-0.01, 0.00, 0.00], [0.00, -0.01, 0.01], [0.00, 0.00, -0.01], [0.01, 0.00, 0.02]], "mulliken_charge": [2.80, -0.66, 1.21, -0.73, -0.80, -0.73, -0.58, -0.86, -0.88, -0.49, 0.96, 1.03, -0.37, -0.69, -0.36, 0.61, 0.46, 0.40, 0.71, -0.57, -0.62, -0.60, -1.00, -0.05, -0.28, 0.02, 0.31, 0.44, 0.37, 0.33, 0.41, 0.30, 0.44, 0.47, 0.03, 0.32, -0.07, -0.21, 0.79, -0.53, -0.56, -0.79, 1.41, -0.18, -1.75, 0.29, 0.29, -0.54, -0.74, -0.74, -0.79, 0.63, -1.00, 0.52, -0.74, -0.98, 0.45, 0.40, 0.45, 0.37, 0.47, 0.40, 0.38, 0.37, 0.59, 0.16, -0.11, -0.05, -0.47, -0.60, -0.72, -0.32, 0.74, 0.85, -0.48, -0.30, 0.43, 0.40, 0.42, 0.52]}

***

Record 4
{"formula": "C3H9S", "method": "ωB97M-V/def2-TZVPD", "multiplicity": 1, "lumo_energy_ev": 3.5875, "charge": -1, "gap_ev": 5.56, "homo_energy_ev": -1.98, "species": ["C", "C", "H", "H", "H", "H", "H", "H", "C", "S", "H", "H", "H"], "xyz": [[0.7181, -0.9761, -0.8303], [0.7765, 0.3043, -1.6530], [-0.3108, -1.2865, -0.6631], [1.2200, -1.7860, -1.3693], [1.2155, -0.8480, 0.1279], [0.2848, 0.1801, -2.6204], [1.8077, 0.6158, -1.8311], [0.2682, 1.1321, -1.1570], [-1.1242, 0.4927, 1.9059], [-2.1682, 1.1160, 3.2704], [-0.7396, -0.5075, 2.1320], [-0.2643, 1.1441, 1.7206], [-1.6836, 0.4191, 0.9672]], "forces_ev_per_angstrom": [[0.14, -0.04, -0.37], [-0.11, 0.17, -0.02], [-0.02, 0.04, 0.18], [0.01, 0.00, 0.08], [-0.11, -0.02, 0.11], [0.08, -0.06, -0.04], [0.00, -0.02, -0.05], [0.01, -0.07, 0.14], [-0.08, -0.04, 0.10], [0.01, 0.03, -0.03], [0.04, 0.01, -0.05], [0.05, 0.01, -0.01], [-0.01, 0.00, -0.03]], "mulliken_charge": [-0.83, -0.86, 0.26, 0.34, 0.26, 0.27, 0.27, 0.29, -0.77, -0.74, 0.17, 0.17, 0.15]}

***

Number 1: total energy -1024.85358 Eh. Number 2: total energy -792.14917 Eh. Number 3: total energy -6526.12801 Eh. Number 4: total energy -517.89456 Eh.